No. 1
ORCA calculation (ωB97M-V/def2-TZVPD) on a cluster of 13 separate species, C37H90Cl10O16 in total at a distorted geometry.

The geometry in ORCA input format:
```
! wB97M-V def2-TZVPD RIJCOSX def2/J DEFGRID3
* xyz 0 1
C -1.58749 9.41592 -0.30016
O -0.40840 9.05368 0.43848
C -0.56500 8.62987 1.77552
C 0.77024 8.32713 2.37912
O 1.45841 7.23438 1.94231
C 0.85516 5.97462 2.10806
H -2.04903 10.35465 -0.01178
H -2.34593 8.63810 -0.17975
H -1.27473 9.43309 -1.35884
H -1.28873 7.80176 1.83972
H -0.92030 9.48806 2.38801
H 0.51697 8.22578 3.45208
H 1.35469 9.25460 2.22543
H -0.09831 5.94206 1.57503
H 0.63081 5.86097 3.16648
H 1.55090 5.18486 1.76829
C -4.68419 -5.13112 2.81145
O -4.76966 -4.35724 1.62776
C -4.38123 -4.93014 0.38735
C -5.51788 -5.73020 -0.17977
O -5.04955 -6.43509 -1.34955
C -4.75508 -5.68559 -2.50950
H -4.97941 -4.44929 3.60608
H -3.68149 -5.51610 3.00771
H -5.37738 -5.99212 2.79539
H -3.48150 -5.54492 0.44631
H -4.15100 -4.07051 -0.22910
H -6.34999 -5.09440 -0.47582
H -5.87810 -6.51313 0.49320
H -3.89503 -5.01122 -2.51376
H -5.66553 -5.20446 -2.90884
H -4.52920 -6.48749 -3.23707
C 1.54817 6.46624 -1.50183
O 0.50031 6.12223 -2.37190
C -0.56842 5.54259 -1.73882
C -1.65909 5.09422 -2.69978
O -1.12064 3.96401 -3.43823
C -1.84852 3.60751 -4.62819
H 2.07067 5.58050 -1.12853
H 1.14871 7.03200 -0.65435
H 2.24023 7.10160 -2.06518
H -1.02107 6.37391 -1.17493
H -0.25510 4.76333 -1.03649
H -1.85914 5.91097 -3.38713
H -2.56325 4.82745 -2.16081
H -2.94117 3.45763 -4.38737
H -1.45391 2.62257 -4.93030
H -1.66749 4.28230 -5.45780
C 3.80339 -0.12304 -3.44405
O 3.28453 -1.42717 -3.56016
C 4.22613 -2.30171 -4.15232
C 3.50317 -3.59918 -4.48633
O 2.49068 -3.61209 -5.45794
C 2.89459 -3.65646 -6.80221
H 4.69435 -0.13148 -2.81733
H 3.05280 0.50070 -2.94364
H 4.03104 0.31168 -4.43236
H 5.07512 -2.48230 -3.45796
H 4.68219 -1.88960 -5.07362
H 2.93525 -3.84316 -3.57833
H 4.24098 -4.38454 -4.72324
H 2.05363 -3.88468 -7.46196
H 3.69735 -4.38426 -6.92725
H 3.33374 -2.68851 -7.08620
C 1.03273 -5.32425 0.91617
O 1.80881 -4.18850 0.68421
C 2.59677 -4.27106 -0.42388
C 3.42214 -3.06016 -0.67636
O 4.27847 -2.71358 0.42971
C 5.26098 -1.75346 0.05377
H 0.41693 -5.62651 0.00628
H 0.36088 -5.09476 1.76747
H 1.67741 -6.18633 1.18390
H 1.94004 -4.47934 -1.29348
H 3.28333 -5.14202 -0.27962
H 2.76246 -2.21598 -0.93139
H 3.97825 -3.35750 -1.57132
H 5.96743 -1.63318 0.88686
H 4.72270 -0.80850 -0.09017
H 5.77247 -1.96354 -0.89198
C 0.93824 2.27929 -0.78163
O 0.36178 1.10402 -0.20176
C 0.66847 -0.11160 -0.88179
C 0.10939 -1.30359 -0.11616
O -1.28586 -1.24564 -0.09332
C -1.81923 -2.35438 0.62080
H 0.84637 3.13759 -0.11342
H 0.39322 2.52198 -1.72010
H 2.00687 2.18292 -0.99736
H 1.76985 -0.22932 -0.97558
H 0.26622 -0.05832 -1.91843
H 0.56610 -1.38101 0.88558
H 0.49939 -2.13840 -0.68973
H -1.42360 -3.26904 0.16740
H -2.92064 -2.34296 0.62642
H -1.41808 -2.28561 1.64388
C 2.39660 2.67156 4.57230
O 2.31556 2.69287 3.15134
C 3.12355 1.80523 2.46726
C 2.74249 0.32946 2.35992
O 2.99336 -0.30463 3.58665
C 2.56478 -1.66758 3.60270
H 3.45176 2.84742 4.76163
H 2.18596 1.63001 4.89746
H 1.72202 3.40828 5.04986
H 4.10573 1.75431 2.93469
H 3.28052 2.19204 1.46336
H 3.41609 -0.01067 1.56043
H 1.71465 0.16676 2.03053
H 1.46790 -1.69902 3.71673
H 3.04867 -2.24250 4.43093
H 2.81281 -2.15776 2.64375
C 0.58022 -4.87085 5.60645
O -0.27301 -5.20885 4.60175
C -0.83736 -4.14428 3.87456
C -1.66553 -3.15015 4.60828
O -2.78236 -3.74584 5.11789
C -3.69570 -2.85923 5.70062
H 0.98930 -5.80981 6.01324
H 0.07116 -4.29027 6.40323
H 1.45798 -4.27177 5.27620
H -1.44065 -4.65472 3.12253
H -0.00280 -3.62884 3.37470
H -1.93984 -2.37613 3.87080
H -1.11052 -2.61515 5.39774
H -3.93425 -2.05319 4.99945
H -3.24348 -2.36263 6.57431
H -4.60354 -3.39568 6.02305
C -0.57728 -3.22293 -4.54889
Cl -1.16147 -3.44432 -2.89093
Cl -1.06172 -4.57188 -5.56928
H -1.02086 -2.34060 -5.00139
H 0.50295 -3.17689 -4.48468
C -0.87890 2.54643 2.50466
Cl -1.26162 3.11125 4.17954
Cl -1.80581 3.52657 1.33208
H 0.20678 2.64299 2.31662
H -1.17094 1.50867 2.42666
C -2.89639 0.72120 -1.88752
Cl -3.92565 -0.72524 -2.07614
Cl -3.91480 2.17266 -2.03483
H -2.40846 0.67775 -0.92329
H -2.16875 0.67714 -2.68714
C 1.64677 3.89929 -4.47892
Cl 3.34313 3.29729 -4.54820
Cl 1.38578 5.17371 -5.66808
H 0.96082 3.04880 -4.58158
H 1.44556 4.35536 -3.50865
C -4.53248 0.80905 1.36662
Cl -3.79536 -0.04300 2.76366
Cl -6.30643 0.62016 1.30487
H -4.19404 1.85590 1.40999
H -4.16541 0.39517 0.45232
*
```

ΔE to the lowest compared entry with this formula, charge and spin = 0.0 kcal per mole
E_HOMO = -0.34226 Ha
DFT total energy = -197803.099 eV

Atomic partial charges in e from the Löwdin method, atoms 1 to 4: -0.0888 -0.1991 -0.2346 -0.2526

No. 2
ORCA calculation (ωB97M-V/def2-TZVPD) on a cluster of 9 separate species, C37H91Cl3N8O13 in total at a distorted geometry.

The geometry in ORCA input format:
```
! wB97M-V def2-TZVPD RIJCOSX def2/J DEFGRID3
* xyz 1 2
O 5.49117 5.74640 23.75954
C 6.10932 4.90511 24.35176
N 7.07197 5.31301 25.10694
C 5.88530 3.43095 24.23890
H 7.26485 6.29931 25.00647
H 7.75663 4.75286 25.59437
H 4.83964 3.24521 23.99357
H 5.89492 2.96743 25.22539
H 6.59225 2.88507 23.61414
O -0.60291 -1.12715 25.34931
C -1.68675 -0.53905 25.31459
N -2.25188 -0.28317 24.16336
C -2.17621 0.11216 26.57913
H -1.87739 -0.68374 23.31518
H -3.22137 -0.00063 24.14425
H -1.30685 0.36318 27.18686
H -2.80276 -0.61355 27.09768
H -2.87112 0.94708 26.48909
O 3.14864 2.25910 29.77915
C 3.30176 1.65684 28.72830
N 3.50806 2.36386 27.69383
C 3.26665 0.13166 28.52493
H 3.90327 2.11534 26.79820
H 3.39764 3.36780 27.69746
H 2.74265 -0.29635 27.67033
H 3.03989 -0.35765 29.47217
H 4.30365 -0.04722 28.24081
C 2.45907 -0.38118 23.57588
Cl 2.85356 -0.85197 21.95663
Cl 3.42295 0.98342 24.12349
Cl 2.65719 -1.73438 24.75007
H 1.41347 -0.09204 23.46996
C 1.26226 -6.49728 15.01605
O 1.65176 -5.14103 14.86814
C 2.27382 -4.58861 16.01259
C 3.08845 -3.33634 15.39849
N 2.18807 -2.47480 14.57454
C 1.29967 -1.71538 15.53544
C 1.90152 -0.79075 16.56979
O 2.62393 -1.49831 17.58453
C 3.10093 -0.67320 18.65268
H 0.92971 -7.00911 14.11297
H 0.38130 -6.42939 15.65434
H 2.05289 -7.14574 15.39353
H 2.88876 -5.29702 16.56767
H 1.50520 -4.36307 16.75181
H 3.90428 -3.60120 14.72591
H 3.69942 -2.82614 16.14314
H 2.73481 -1.68635 14.25906
H 0.61774 -2.44590 15.97066
H 0.65764 -1.06895 14.93709
H 1.29957 -0.04518 17.08929
H 2.50976 0.02698 16.18320
H 3.62926 -1.30389 19.36766
H 2.43487 0.06714 19.09582
H 3.84715 0.03322 18.28908
C 10.43845 -0.92049 16.86049
O 9.52888 -1.89574 17.44527
C 9.87145 -2.23882 18.74544
C 9.88509 -1.02325 19.67144
N 9.24616 -1.22448 21.02911
C 9.09241 0.03609 21.71432
C 8.41058 -0.20189 23.08122
O 7.16664 -0.83050 23.12836
C 6.03668 -0.23874 22.63390
H 11.50786 -1.11163 16.94948
H 10.31506 0.07408 17.28909
H 10.54489 -0.94703 15.77602
H 10.83124 -2.75005 18.81992
H 9.24353 -3.05005 19.11389
H 9.29913 -0.19880 19.26521
H 10.87625 -0.57067 19.64193
H 8.34731 -1.67170 20.91880
H 8.47090 0.76762 21.19789
H 9.98209 0.65286 21.84149
H 8.38440 0.72498 23.65423
H 9.04761 -0.94077 23.56738
H 5.93105 0.76566 23.04393
H 5.38060 -1.03064 22.99522
H 5.93425 -0.15100 21.55228
C 1.60675 -4.88556 26.77849
O 2.05490 -6.26722 26.39366
C 3.03622 -6.87850 27.29076
C 3.75915 -8.11926 26.75520
N 4.39692 -9.09279 27.73252
C 4.70505 -10.36529 27.07365
C 5.82034 -11.12543 27.93758
O 7.07776 -10.47282 27.73315
C 7.99857 -11.17434 26.90936
H 0.63651 -4.60694 26.36724
H 2.24231 -4.14666 26.29046
H 1.57155 -4.71431 27.85437
H 2.68532 -6.99227 28.31644
H 3.75746 -6.06203 27.25463
H 4.57642 -7.65232 26.20555
H 3.08441 -8.49240 25.98474
H 5.26904 -8.71018 28.06885
H 5.13028 -10.16289 26.09064
H 3.84601 -11.00773 26.88021
H 5.90641 -12.18025 27.67670
H 5.68099 -11.10657 29.01847
H 8.79473 -10.47379 26.65745
H 7.52670 -11.49922 25.98205
H 8.49775 -11.95729 27.48025
C -2.64204 -3.48200 28.37234
O -2.06703 -3.92199 27.15423
C -3.03983 -3.89000 26.05288
C -2.45356 -4.34040 24.69447
N -1.96046 -3.33049 23.89120
C -1.42896 -3.81861 22.59668
C -0.91730 -2.70874 21.66276
O -0.76100 -3.15592 20.36979
C 0.34012 -2.50839 19.65703
H -3.25026 -2.60512 28.15042
H -1.86167 -3.37544 29.12584
H -3.36995 -4.24417 28.65043
H -3.52359 -2.91528 25.98960
H -3.84399 -4.59417 26.26634
H -3.35275 -4.74628 24.23099
H -1.70062 -5.08278 24.95915
H -1.24230 -2.91744 24.46890
H -2.07950 -4.59178 22.18790
H -0.49223 -4.27695 22.91378
H -0.05772 -2.23409 22.13596
H -1.69138 -1.95688 21.50903
H 1.23606 -2.40727 20.26954
H -0.01250 -1.49937 19.44340
H 0.44819 -3.09606 18.74540
C -3.77092 1.54887 18.36188
O -2.82895 0.79578 19.15075
C -1.79605 1.65398 19.62799
C -0.64343 1.05267 20.44123
N 0.23750 1.95561 21.24013
C -0.31179 2.53777 22.47322
C 0.57732 3.65984 23.05198
O 1.43350 3.11122 24.09669
C 0.78713 3.01504 25.34089
H -3.36009 2.05112 17.48606
H -4.27074 2.23515 19.04547
H -4.45811 0.71748 18.20488
H -2.34045 2.34350 20.27320
H -1.29993 2.23790 18.85273
H 0.07638 0.49321 19.84375
H -0.98742 0.23806 21.07855
H 0.62038 2.59961 20.56281
H -0.51885 1.76173 23.21011
H -1.33627 2.84694 22.26595
H 0.05581 4.41828 23.63585
H 1.20586 4.22389 22.36287
H -0.17546 2.51107 25.25411
H 0.51825 4.04276 25.58502
H 1.38723 2.61355 26.15746
*
```

E_HOMO (spin up / spin down) = -0.37408 / -0.37408 Ha
DFT total energy = -115929.881 eV

Atomic partial charges in e from the Löwdin method, atoms 1 to 4: 0.0550 -0.6709 0.1642 -0.0183

No. 3
ORCA calculation (ωB97M-V/def2-TZVPD) on a cluster of 12 separate species, C37H98N4O14P in total.

The geometry in ORCA input format:
```
! wB97M-V def2-TZVPD RIJCOSX def2/J DEFGRID3
* xyz 1 1
C -0.59605 -2.77847 0.89215
C 0.00377 -1.67234 0.48662
C 1.27705 -1.08194 1.08970
C 2.54593 -1.83478 0.65267
C 2.94636 -3.11425 1.39316
N 2.33225 -4.34917 0.91225
N 1.12177 -1.16388 2.58256
C 0.50129 -0.14859 3.19616
N -0.57121 -0.29934 3.93112
C -1.31531 -1.54622 4.16177
C -2.15535 -1.51455 5.43545
C -3.33183 -2.47021 5.25838
C -4.38962 -1.93190 4.27497
C -4.84596 -2.93399 3.20935
O -4.26622 -2.65455 1.93870
C -5.05323 -1.77372 1.15197
N 1.00675 1.13667 3.06231
C 1.84508 1.33071 1.84944
P 3.70270 1.29993 2.03941
O 3.94703 -0.11026 2.83544
O 3.87932 2.38992 3.25654
C 1.32008 0.43264 0.71845
C 2.03394 0.75490 -0.60232
C 1.27991 0.31021 -1.85634
C 1.73651 1.06847 -3.10025
C 0.95132 0.67884 -4.36212
C 0.00058 1.76732 -4.87748
C -0.26450 1.69186 -6.37917
C -0.64771 0.29041 -6.87705
C -1.54633 0.29138 -8.12743
C -0.92087 -0.41380 -9.33075
C -1.70052 -0.21366 -10.63612
C -2.64232 -1.37069 -10.96594
C -3.28370 -1.21774 -12.33960
H -0.18788 -3.38441 1.69393
H -1.49039 -3.15021 0.41470
H -0.42847 -1.12131 -0.33989
H 3.39699 -1.16033 0.72488
H 2.42470 -2.08156 -0.40434
H 2.78828 -3.01276 2.47064
H 4.02947 -3.19455 1.27572
H 1.79633 -4.22689 0.06709
H 1.77487 -4.83113 1.59813
H 0.80937 -2.07913 2.87465
H -0.93923 0.54138 4.35427
H -0.61216 -2.37492 4.22750
H -1.96489 -1.69289 3.29717
H -1.53392 -1.82218 6.27817
H -2.51065 -0.50532 5.66167
H -2.94875 -3.44396 4.94035
H -3.80553 -2.62375 6.22740
H -5.22551 -1.56359 4.86483
H -3.96671 -1.08409 3.72808
H -5.93586 -2.94774 3.12071
H -4.53784 -3.94601 3.47455
H -4.39462 -1.24675 0.46172
H -5.79487 -2.34251 0.58440
H -5.56278 -1.02746 1.76552
H 1.50261 1.37347 3.91647
H 1.66656 2.35854 1.52059
H 4.20996 -0.00022 3.76169
H 3.39080 2.18156 4.06519
H 0.27627 0.73813 0.57336
H 3.04934 0.36004 -0.61995
H 2.14855 1.84203 -0.64940
H 0.20785 0.48424 -1.71837
H 1.43633 -0.75658 -2.03518
H 2.80152 0.87290 -3.24926
H 1.65429 2.14177 -2.90969
H 1.65727 0.45217 -5.16370
H 0.39275 -0.23854 -4.16557
H 0.44244 2.74024 -4.64481
H -0.95443 1.73456 -4.34403
H 0.60909 2.06239 -6.92244
H -1.08272 2.37365 -6.62409
H 0.26070 -0.26765 -7.11545
H -1.14264 -0.24323 -6.06208
H -2.50214 -0.18288 -7.89090
H -1.78261 1.31881 -8.41669
H -0.85739 -1.48528 -9.11913
H 0.10127 -0.04203 -9.44670
H -2.30342 0.69766 -10.57895
H -1.00724 -0.08391 -11.46974
H -3.42811 -1.41559 -10.20462
H -2.09065 -2.31389 -10.90743
H -3.81996 -0.27209 -12.40355
H -3.97865 -2.03565 -12.53368
H -2.52022 -1.23555 -13.11979
C 4.23319 -2.93589 5.39944
O 3.94917 -1.54451 5.25490
H 4.98976 -3.02278 6.17407
H 3.34809 -3.49438 5.71301
H 4.62606 -3.36382 4.47415
H 3.26025 -1.46239 4.58736
C 3.39779 4.18092 6.58937
O 4.66065 3.63903 6.18974
H 3.39967 4.27299 7.67028
H 3.24099 5.16648 6.14733
H 2.57139 3.52054 6.30200
H 4.67269 3.56051 5.23305
C 1.32145 -1.40787 -12.67889
O 0.71971 -0.29596 -13.32777
H 0.51875 -1.95874 -12.19222
H 1.81904 -2.07103 -13.39087
H 2.03970 -1.09067 -11.91760
H 1.40622 0.20761 -13.77199
C 1.66493 4.72386 10.67080
O 2.40167 5.08266 9.51209
H 0.84389 4.08548 10.34959
H 2.28555 4.18017 11.38594
H 1.25829 5.61057 11.16252
H 3.10415 5.66466 9.82757
C -7.03946 -4.85343 -1.06808
O -5.84663 -5.62596 -1.09318
H -7.74302 -5.33712 -1.74073
H -7.48284 -4.81955 -0.06897
H -6.87213 -3.83109 -1.42197
H -5.21480 -5.22414 -0.49129
C -5.89269 2.54148 -12.37426
O -4.61253 1.93156 -12.28022
H -6.60047 1.75130 -12.61374
H -6.19395 3.00534 -11.43109
H -5.92846 3.29273 -13.16732
H -3.96603 2.61161 -12.07438
C 4.89742 7.56789 11.38434
O 3.69326 6.82393 11.56189
H 5.51237 7.01184 10.68042
H 4.70186 8.56029 10.97257
H 5.44859 7.66879 12.32115
H 3.13743 7.29595 12.18705
C -2.93860 -4.04220 -2.18245
O -2.81142 -2.68698 -1.75063
H -2.36312 -4.14191 -3.09890
H -2.53678 -4.73997 -1.44062
H -3.97844 -4.30027 -2.38817
H -3.32857 -2.59188 -0.94597
C -6.96047 -0.30698 7.25921
O -5.65459 -0.87945 7.20781
H -7.55855 -0.81775 6.50811
H -7.42684 -0.45644 8.23456
H -6.94378 0.76038 7.02808
H -5.11689 -0.44871 7.87752
C 7.08833 1.27939 7.63258
O 5.75345 1.62725 7.94452
H 7.42710 0.57386 8.38921
H 7.17139 0.79483 6.65329
H 7.75404 2.14782 7.65091
H 5.43861 2.25773 7.28211
C 6.92987 3.10634 -0.81798
O 5.69921 2.53569 -0.38887
H 6.99332 2.95097 -1.89229
H 6.97267 4.18011 -0.61962
H 7.78817 2.62218 -0.34568
H 5.61486 2.65341 0.56131
*
```

E_HOMO = -0.41249 Ha
DFT total energy = -83862.310 eV

Atomic partial charges in e from the Löwdin method, atoms 1 to 4: 0.0470 -0.0693 -0.3410 -0.1111

The lowest DFT total energy belongs to which entry?
C37H90Cl10O16

Number 3 is which compound?
C37H98N4O14P

What is the DFT total energy in the second record?
-115929.881 eV